[1]
A cluster of 11 separate species, C21H42N11O20PS in total at a distorted geometry, computed with ωB97M-V with the def2-TZVPD basis set.

Geometry as XYZ:
```
96
Properties=species:S:1:pos:R:3
S -0.65 -7.18 3.02
P -2.44 -6.00 2.39
C -1.31 -4.63 1.90
C -0.86 -4.39 0.62
C 0.02 -3.37 0.33
C 0.47 -2.54 1.35
C 0.00 -2.77 2.63
C -0.87 -3.79 2.91
C -4.03 -5.10 1.80
C -4.16 -3.72 1.89
C -5.36 -3.15 1.48
C -6.36 -3.98 1.01
C -6.10 -5.33 0.97
N -4.97 -5.92 1.35
H 0.44 -6.49 2.62
H -3.01 -6.20 3.67
H -2.74 -6.98 1.42
H -1.18 -5.04 -0.20
H 0.35 -3.24 -0.71
H 1.18 -1.74 1.17
H 0.32 -2.11 3.44
H -1.18 -3.92 3.94
H -3.41 -3.04 2.29
H -5.51 -2.07 1.55
H -7.33 -3.59 0.71
H -6.90 -5.99 0.62
C 3.00 -1.29 -0.90
N 2.51 -1.46 -2.28
O 3.25 -1.16 -3.21
O 1.38 -1.89 -2.38
H 4.01 -0.89 -0.92
H 2.32 -0.60 -0.41
H 2.98 -2.27 -0.44
C -9.59 -6.04 -1.62
N -9.19 -4.63 -1.38
O -8.02 -4.35 -1.49
O -10.08 -3.85 -1.09
H -8.70 -6.61 -1.87
H -10.05 -6.42 -0.71
H -10.30 -6.05 -2.45
C 3.89 0.82 -5.67
N 4.29 2.24 -5.49
O 5.46 2.52 -5.65
O 3.41 3.03 -5.20
H 4.76 0.24 -5.93
H 3.46 0.48 -4.73
H 3.15 0.79 -6.47
C 0.52 4.62 -4.45
N -0.69 3.96 -3.90
O -1.10 4.34 -2.82
O -1.20 3.08 -4.57
H 0.85 5.37 -3.75
H 1.28 3.86 -4.58
H 0.25 5.07 -5.40
C 4.00 7.56 -4.06
N 2.59 7.91 -3.76
O 1.84 7.00 -3.42
O 2.27 9.07 -3.86
H 4.13 6.49 -3.93
H 4.20 7.84 -5.09
H 4.63 8.12 -3.37
C -4.19 -7.52 6.96
N -3.79 -6.09 6.84
O -4.55 -5.26 7.29
O -2.73 -5.87 6.30
H -5.15 -7.57 7.47
H -4.26 -7.93 5.96
H -3.42 -8.03 7.54
C -1.33 7.38 -1.65
N -1.16 8.42 -0.60
O -0.30 8.24 0.24
O -1.91 9.37 -0.65
H -0.60 6.59 -1.48
H -2.34 6.99 -1.58
H -1.16 7.86 -2.61
C 5.82 9.62 -0.37
N 6.52 8.82 -1.41
O 7.42 8.09 -1.06
O 6.13 8.96 -2.56
H 6.26 9.40 0.59
H 5.96 10.67 -0.63
H 4.77 9.34 -0.39
C 4.08 -7.21 4.03
N 2.89 -7.26 3.14
O 2.61 -6.24 2.53
O 2.30 -8.31 3.08
H 4.51 -6.21 3.98
H 3.74 -7.43 5.04
H 4.78 -7.95 3.68
C 3.74 5.94 1.65
N 4.71 6.89 2.26
O 4.97 7.91 1.64
O 5.18 6.59 3.33
H 3.41 6.34 0.70
H 4.26 4.99 1.51
H 2.91 5.84 2.34
```

Computed properties:
**Lowest unoccupied orbital energy**: -0.4 eV
**F_max**: 1.759 eV Å⁻¹
**Frontier orbital gap**: 0.285 Eh
**DFT total energy**: -3671.0041 Ha
**SMILES**: S[PH2](c1ccccc1)c1ccccn1.C[N+](=O)[O-].C[N+](=O)[O-].C[N+](=O)[O-].C[N+](=O)[O-].C[N+](=O)[O-].C[N+](=O)[O-].C[N+](=O)[O-].C[N+](=O)[O-].C[N+](=O)[O-].C[N+](=O)[O-]



[2]
The ion C21H42N5O7 with charge +1 at a distorted geometry, computed with ωB97M-V with the def2-TZVPD basis set.

Geometry as XYZ:
```
75
Properties=species:S:1:pos:R:3
C -2.56 5.13 0.10
C -2.63 4.21 1.31
N -1.38 3.51 1.63
H -0.65 4.22 1.71
C -0.97 2.49 0.67
H -0.94 2.85 -0.36
C -1.96 1.30 0.77
C -1.22 -0.02 0.63
N -2.13 -1.18 0.48
H -2.81 -1.00 -0.26
H -1.47 -2.03 0.17
H -2.66 -1.43 1.38
H -0.59 0.01 -0.26
C -0.30 -0.24 1.85
H -0.90 -0.50 2.72
C 0.44 1.08 2.23
O -0.15 1.67 3.35
H -0.78 2.35 3.06
H 1.46 0.80 2.50
C 0.47 2.05 1.05
H 1.03 2.95 1.35
O 1.18 1.42 0.00
C 1.57 2.23 -1.09
O 0.59 2.31 -2.07
C 0.32 1.13 -2.82
H -0.65 0.73 -2.50
C 1.37 0.01 -2.74
C 1.17 -0.91 -3.95
H 1.50 -0.43 -4.86
H 0.11 -1.16 -4.04
H 1.71 -1.84 -3.81
O 1.17 -0.80 -1.59
H 1.50 -0.34 -0.80
C 2.78 0.64 -2.73
N 3.79 -0.39 -2.53
H 3.57 -1.19 -3.10
C 5.15 0.04 -2.80
H 5.49 0.71 -2.02
H 5.79 -0.84 -2.79
H 5.25 0.53 -3.78
H 2.90 1.17 -3.70
C 2.92 1.70 -1.61
O 3.62 2.84 -2.05
H 4.48 2.59 -2.40
H 3.44 1.24 -0.76
H 0.23 1.46 -3.86
H 1.73 3.26 -0.77
O 0.65 -1.25 1.58
C 0.36 -2.58 1.97
O -0.89 -2.64 2.58
C -1.74 -3.69 2.31
C -1.38 -4.78 1.66
C 0.01 -4.90 1.10
C 0.49 -3.49 0.73
N -0.35 -2.93 -0.34
H 0.21 -2.26 -0.87
H -0.63 -3.67 -0.98
H 1.54 -3.51 0.44
H 0.02 -5.54 0.22
H 0.69 -5.34 1.84
H -2.08 -5.59 1.50
C -3.12 -3.41 2.86
N -3.41 -1.97 2.74
H -4.40 -1.80 2.87
H -2.92 -1.48 3.49
H -3.85 -3.96 2.26
H -3.19 -3.76 3.89
H 1.13 -2.87 2.71
H -2.72 1.39 -0.01
H -2.46 1.34 1.74
H -2.88 4.80 2.20
H -3.42 3.47 1.18
H -2.35 4.57 -0.81
H -1.78 5.88 0.23
H -3.51 5.64 -0.03
```

Computed properties:
**Net charge**: +1
**Lowest unoccupied orbital energy**: -2.0 eV
**F_max**: 1.129 eV Å⁻¹
**Frontier orbital gap**: 0.346 Eh
**Energy relative to the best compared isomer or geometry (same formula, charge and spin)**: 0.4431 eV
**DFT total energy**: -1625.6278 Ha
**SMILES**: CCN[C@@H]1C[C@H]([NH3+])[C@@H](O[C@H]2OC(CN)=CC[C@H]2N)[C@H](O)[C@H]1O[C@@H]1OC[C@](C)(O)[C@H](NC)[C@H]1O



[3]
A cluster of 6 separate species, C21H42O9S3 in total at a distorted geometry, computed with ωB97M-V with the def2-TZVPD basis set.

Geometry as XYZ:
```
75
Properties=species:S:1:pos:R:3
C 4.98 -2.17 -0.96
C 5.44 -0.75 -0.67
O 6.39 -0.27 -1.26
C 4.57 0.14 0.21
H 5.60 -2.71 -1.67
H 3.94 -2.15 -1.28
H 4.94 -2.53 0.07
H 3.66 0.38 -0.35
H 4.97 1.15 0.20
H 4.54 -0.37 1.17
C 2.28 1.72 4.00
C 2.49 1.63 5.52
O 3.49 1.12 5.97
C 1.48 2.26 6.60
H 1.88 0.86 3.46
H 3.28 2.05 3.73
H 1.59 2.57 3.93
H 0.48 2.26 6.19
H 1.85 3.28 6.76
H 1.54 1.79 7.58
C -0.15 3.94 -0.21
C 0.15 3.85 1.24
O 1.28 3.76 1.74
C -1.05 3.58 2.14
H -0.39 4.94 -0.59
H -0.95 3.23 -0.44
H 0.68 3.61 -0.84
H -1.67 4.45 2.34
H -0.73 3.19 3.11
H -1.61 2.71 1.79
C 0.30 -3.19 -8.80
C -1.00 -3.30 -8.15
C -1.40 -2.00 -7.45
S 0.20 -1.80 -6.44
O 0.26 -2.82 -5.36
O 0.52 -0.40 -5.99
C 1.22 -2.40 -7.88
H 0.07 -2.53 -9.64
H 0.53 -4.19 -9.17
H -1.00 -4.11 -7.43
H -1.68 -3.54 -8.97
H -2.18 -1.92 -6.70
H -1.44 -1.13 -8.11
H 2.08 -2.88 -7.39
H 1.41 -1.54 -8.51
C -4.09 0.67 2.87
C -2.93 1.03 3.88
C -3.26 0.55 5.35
S -5.11 0.62 5.36
O -5.59 1.76 6.03
O -5.77 -0.69 5.63
C -5.37 1.06 3.62
H -4.01 -0.40 2.69
H -4.04 1.14 1.88
H -2.83 2.09 4.14
H -1.93 0.76 3.56
H -2.88 0.97 6.28
H -2.96 -0.50 5.39
H -5.45 2.14 3.72
H -6.26 0.50 3.35
C 0.06 -2.40 -1.47
C 1.24 -1.90 -0.54
C 0.60 -1.18 0.74
S -0.88 -0.35 0.21
O -0.43 1.01 -0.18
O -1.98 -0.63 1.09
C -1.13 -1.36 -1.30
H -0.20 -3.38 -1.07
H 0.27 -2.63 -2.51
H 1.88 -1.19 -1.06
H 1.98 -2.63 -0.22
H 1.31 -0.53 1.25
H 0.18 -1.93 1.41
H -1.08 -0.71 -2.18
H -2.18 -1.67 -1.39
```

Computed properties:
**Lowest unoccupied orbital energy**: 0.2 eV
**F_max**: 3.749 eV Å⁻¹
**Frontier orbital gap**: 0.349 Eh
**DFT total energy**: -2696.9101 Ha
**SMILES**: O=S1(=O)CCCC1.O=S1(=O)CCCC1.O=S1(=O)CCCC1.CC(C)=O.CC(C)=O.CC(C)=O



[4]
A cluster of 3 separate species, C21H43BrN2O11P3 in total at a distorted geometry, computed with ωB97M-V with the def2-TZVPD basis set.

Geometry as XYZ:
```
81
Properties=species:S:1:pos:R:3
C -2.04 2.56 2.40
C -1.36 1.88 1.20
C -1.84 2.59 -0.07
Br -1.20 1.77 -1.73
C -3.31 2.89 -0.16
N -3.62 4.16 -0.47
C -4.87 4.64 -0.56
C -5.92 3.80 -0.34
C -5.66 2.45 -0.04
C -6.92 1.62 0.18
O -7.10 0.52 -0.21
O -7.91 2.28 0.86
C -4.35 1.96 0.05
P -4.22 0.12 0.47
N -3.75 -0.03 2.12
O -2.94 -0.48 -0.37
H -1.93 3.65 2.39
H -1.65 2.12 3.32
H -3.11 2.37 2.44
H -0.30 2.10 1.30
H -1.45 0.80 1.18
H -1.33 3.56 -0.06
H -2.85 4.80 -0.64
H -4.98 5.69 -0.79
H -6.92 4.20 -0.39
H -7.62 2.49 1.76
H -4.43 -0.64 2.56
H -2.87 -0.55 2.16
H -3.01 -1.45 -0.36
O 2.73 0.57 3.04
P 3.70 1.61 3.49
O 4.72 1.54 2.19
C 4.23 1.94 0.92
C 3.87 3.42 0.89
O 4.54 0.76 4.60
C 3.89 -0.25 5.39
C 4.21 -1.63 4.85
O 4.34 3.03 3.97
C 5.70 3.22 4.41
C 6.75 3.20 3.32
H 3.36 1.33 0.65
H 5.01 1.74 0.19
H 3.03 3.63 1.56
H 3.59 3.73 -0.12
H 4.71 4.03 1.21
H 2.82 -0.08 5.42
H 4.26 -0.15 6.41
H 4.13 -1.67 3.76
H 3.54 -2.38 5.28
H 5.24 -1.91 5.10
H 5.95 2.52 5.20
H 5.70 4.20 4.87
H 6.95 2.20 2.97
H 7.68 3.61 3.71
H 6.45 3.81 2.46
O 0.36 -6.07 -3.82
P -0.11 -4.70 -3.51
O -1.40 -4.49 -4.49
C -2.55 -5.30 -4.30
C -3.23 -5.07 -2.96
O 1.04 -3.82 -4.28
C 2.35 -4.37 -4.49
C 2.50 -4.86 -5.92
O -0.43 -3.48 -2.48
C -0.43 -2.10 -2.84
C -1.61 -1.64 -3.67
H -2.28 -6.35 -4.41
H -3.24 -5.06 -5.11
H -2.58 -5.38 -2.14
H -4.16 -5.63 -2.90
H -3.45 -4.01 -2.82
H 2.56 -5.16 -3.78
H 3.07 -3.57 -4.30
H 1.63 -5.43 -6.24
H 3.39 -5.49 -6.02
H 2.60 -4.02 -6.60
H 0.51 -1.81 -3.32
H -0.45 -1.56 -1.89
H -1.53 -1.96 -4.71
H -1.66 -0.55 -3.68
H -2.55 -2.02 -3.27
```

Computed properties:
**Net charge**: +1
**Lowest unoccupied orbital energy**: -4.8 eV
**F_max**: 7.855 eV Å⁻¹
**Frontier orbital gap**: 0.250 Eh
**DFT total energy**: -5361.0295 Ha



[5]
A structure of composition C21H43GaN2P3Se at a distorted geometry, computed with ωB97M-V with the def2-TZVPD basis set.

Geometry as XYZ:
```
71
Properties=species:S:1:pos:R:3
Ga -0.08 0.31 -0.41
P -2.44 0.08 1.71
P -0.49 2.76 -1.08
P 1.07 1.16 1.78
H 0.63 -4.70 0.60
C 0.86 -4.23 1.56
C -0.16 -3.88 2.37
H -1.21 -4.08 2.13
C -3.83 -0.82 1.06
C -2.92 1.79 1.95
C -1.96 -0.69 3.25
C 0.87 3.34 -2.16
C -1.86 3.26 -2.18
C -0.52 4.14 0.11
C 1.60 -0.27 2.78
C 0.54 2.38 3.07
C 2.66 1.86 1.22
H 1.92 -4.20 1.83
H 0.05 -3.66 3.43
H -3.50 -1.72 0.52
H -4.40 -0.17 0.39
H -4.41 -1.10 1.96
H -3.13 2.30 0.99
H -2.17 2.38 2.51
H -3.85 1.74 2.54
H -1.32 -1.56 3.06
H -2.91 -0.99 3.71
H -1.43 0.04 3.88
H 0.57 4.31 -2.59
H 1.02 2.64 -2.99
H 1.79 3.47 -1.59
H -1.61 4.21 -2.66
H -2.78 3.42 -1.60
H -2.04 2.52 -2.97
H -0.71 5.07 -0.44
H 0.44 4.25 0.63
H -1.34 4.00 0.83
H 2.63 -0.07 3.12
H 1.59 -1.18 2.16
H 0.94 -0.42 3.64
H 1.42 2.64 3.69
H -0.23 1.96 3.73
H 0.16 3.31 2.62
H 3.34 1.85 2.07
H 2.54 2.89 0.86
H 3.07 1.25 0.41
C 3.07 -1.01 -1.86
C 2.96 -2.23 -1.16
C 3.98 -3.18 -1.27
C 5.17 -2.92 -1.96
C 5.33 -1.64 -2.51
C 4.33 -0.68 -2.43
Se 1.58 0.06 -2.33
H -1.47 -0.31 0.74
H 2.04 -2.43 -0.60
H 3.83 -4.16 -0.80
H 5.93 -3.69 -2.08
H 6.27 -1.40 -3.02
H 4.46 0.32 -2.86
C -0.68 -2.68 -2.20
C -1.74 -1.66 -2.28
N -1.80 -0.48 -1.66
C -3.02 0.11 -2.03
C -3.66 -0.72 -2.90
N -2.82 -1.82 -3.06
H -0.68 -3.12 -1.18
H -0.90 -3.46 -2.95
H 0.31 -2.26 -2.42
H -3.32 1.07 -1.65
H -4.60 -0.63 -3.42
H -2.99 -2.66 -3.60
```

Computed properties:
**Net charge**: +3
**Lowest unoccupied orbital energy**: -10.6 eV
**F_max**: 3.329 eV Å⁻¹
**Frontier orbital gap**: 0.184 Eh
**Energy relative to the best compared isomer or geometry (same formula, charge and spin)**: 1.5037 eV
**DFT total energy**: -6284.7920 Ha



[6]
A structure of composition C21H43HgO11S5 at a distorted geometry, computed with ωB97M-V with the def2-TZVPD basis set.

Geometry as XYZ:
```
81
Properties=species:S:1:pos:R:3
Hg -10.73 -18.62 -6.85
C -10.03 -15.42 -6.57
O -9.70 -16.76 -6.40
H -10.37 -15.14 -7.57
H -10.89 -15.18 -5.92
H -9.28 -14.69 -6.25
C -5.92 -15.29 -7.89
C -6.23 -13.79 -7.88
C -7.15 -13.54 -9.05
S -6.36 -14.37 -10.43
O -5.26 -13.58 -10.90
O -7.30 -14.98 -11.32
C -5.62 -15.68 -9.38
H -6.80 -15.84 -7.56
H -5.11 -15.59 -7.23
H -5.29 -13.23 -7.96
H -6.66 -13.50 -6.92
H -7.40 -12.50 -9.26
H -8.07 -14.12 -8.93
H -4.55 -15.84 -9.53
H -6.21 -16.56 -9.65
C -14.38 -14.53 -8.90
C -13.37 -14.35 -7.75
C -13.92 -13.27 -6.79
S -15.01 -12.19 -7.80
O -14.36 -10.90 -8.01
O -16.34 -12.27 -7.24
C -14.93 -13.18 -9.35
H -15.20 -15.19 -8.59
H -13.89 -15.10 -9.70
H -12.39 -14.16 -8.18
H -13.21 -15.33 -7.29
H -13.28 -12.66 -6.16
H -14.61 -13.78 -6.12
H -14.21 -12.61 -9.94
H -15.91 -13.19 -9.82
C -11.66 -10.57 -4.77
C -11.49 -9.16 -5.36
C -11.40 -9.29 -6.88
S -10.56 -10.87 -7.21
O -9.15 -10.66 -7.43
O -11.41 -11.62 -8.11
C -10.65 -11.50 -5.46
H -12.71 -10.86 -4.89
H -11.48 -10.52 -3.69
H -10.53 -8.83 -4.95
H -12.36 -8.57 -5.06
H -11.05 -8.41 -7.41
H -12.45 -9.39 -7.17
H -9.62 -11.36 -5.13
H -10.83 -12.57 -5.39
C -12.81 -16.42 -2.04
C -12.72 -15.57 -3.30
C -13.83 -16.14 -4.19
S -13.60 -17.96 -4.14
O -12.57 -18.32 -5.14
O -14.86 -18.66 -4.05
C -12.76 -17.89 -2.52
H -13.73 -16.18 -1.51
H -12.04 -16.35 -1.27
H -11.68 -15.58 -3.62
H -12.96 -14.53 -3.07
H -13.78 -15.85 -5.24
H -14.82 -16.06 -3.76
H -11.72 -18.17 -2.72
H -13.10 -18.64 -1.82
C -8.01 -16.48 -2.84
C -7.74 -17.28 -1.60
C -7.03 -16.30 -0.60
S -5.93 -15.32 -1.64
O -4.58 -15.85 -1.57
O -6.09 -13.89 -1.42
C -6.68 -15.85 -3.23
H -8.66 -15.63 -2.59
H -8.49 -17.03 -3.65
H -7.09 -18.14 -1.80
H -8.64 -17.74 -1.20
H -6.52 -16.76 0.24
H -7.82 -15.65 -0.22
H -5.95 -16.61 -3.54
H -6.58 -14.98 -3.88
```

Computed properties:
**Net charge**: +1
**Lowest unoccupied orbital energy**: -8.2 eV
**F_max**: 2.893 eV Å⁻¹
**Frontier orbital gap**: 0.142 Eh
**Energy relative to the best compared isomer or geometry (same formula, charge and spin)**: 1.6015 eV
**DFT total energy**: -3797.4674 Ha



Q: Look up the F_max of the fourth one.
A: 7.855 eV Å⁻¹



Q: Which of these has the lowest F_max?
A: C21H42N5O7



Q: Look up the F_max of the fifth one.
A: 3.329 eV Å⁻¹